## a
Formula: C2H4N2O
Source: the OMol25 dataset
Level of theory: wB97M-V/def2-TZVPD

Calculated values
HOMO level, hartree: -0.390

Geometry as ORCA input:
```
! wB97M-V def2-TZVPD RIJCOSX def2/J DEFGRID3
* xyz 0 1
C 1.95730 -0.07640 -0.17270
C 0.48819 -0.48564 -0.41242
N 2.86623 0.48641 0.17125
N -0.26992 0.54140 0.22014
O 0.15706 -1.71773 0.18346
H 0.43762 -0.62449 -1.47780
H -0.88018 1.15518 -0.41354
H 0.44462 1.14364 0.74142
H 0.29329 -1.62400 1.14755
*
```

---

## b
Formula: C2H4N2O
Source: the OMol25 dataset
Level of theory: wB97M-V/def2-TZVPD

Calculated values
HOMO level, hartree: -0.360

Geometry as ORCA input:
```
! wB97M-V def2-TZVPD RIJCOSX def2/J DEFGRID3
* xyz 0 1
C 1.31018 -0.36993 0.15451
C -1.27278 -0.24757 -0.15868
H 2.34710 -0.86279 -0.38340
H 1.02639 -0.87782 1.08309
H -0.86259 1.82604 0.08954
H -0.47223 -0.93699 -0.51740
N 0.83064 0.60197 -0.44139
N -0.45560 0.99949 0.23271
O -2.45112 -0.13241 -0.05897
*
```

---

Which structure is the most stable? The one labeled a.

---

## a
Formula: C6H12O2Si
Source: the OMol25 dataset
Level of theory: wB97M-V/def2-TZVPD

Calculated values
HOMO level, hartree: -0.327

Geometry as ORCA input:
```
! wB97M-V def2-TZVPD RIJCOSX def2/J DEFGRID3
* xyz 0 1
C 1.01365 1.28854 1.57042
C -0.29446 0.55958 1.29694
C 1.56919 1.31674 3.03486
C 1.19082 -0.97482 -1.13108
C -1.96081 -1.37004 -0.29153
C -0.81913 1.29942 -1.68524
O 1.72104 1.69707 0.67157
O -1.23926 0.69767 2.03079
Si -0.41523 -0.19472 -0.55036
H 1.24479 0.41396 3.55137
H 1.21630 2.31396 3.53388
H 2.71711 1.26869 2.97063
H 1.05480 -1.83248 -1.82730
H 1.87106 -0.26612 -1.68157
H 1.76741 -1.44353 -0.30992
H -2.96410 -1.03778 -0.50466
H -1.97327 -2.34481 -0.61285
H -2.22571 -1.49050 0.83269
H -0.98643 1.10066 -2.70800
H -1.72269 1.63816 -1.37733
H 0.04616 2.11021 -1.75508
*
```

---

## b
Formula: C6H12O2Si
Source: the OMol25 dataset
Level of theory: wB97M-V/def2-TZVPD

Calculated values
HOMO level, hartree: -0.348

Geometry as ORCA input:
```
! wB97M-V def2-TZVPD RIJCOSX def2/J DEFGRID3
* xyz 0 1
C 4.46148 -0.34161 -1.58368
C -1.71114 -1.31378 -0.33810
C -1.40187 -1.02931 1.18340
C -0.50971 -1.34264 -1.27258
C -0.65221 0.33401 1.29437
C 0.74132 2.39507 0.07392
O 3.82375 0.60050 -1.33838
O 0.23926 -0.20085 -1.31352
Si 0.75034 0.58013 0.06575
H 2.15788 -0.39243 0.51940
H -2.24852 -2.22813 -0.43128
H -2.35676 -0.65262 -1.01310
H -2.33582 -0.93822 1.77858
H -0.85751 -1.83111 1.60502
H 0.14969 -2.11592 -0.92431
H -0.80158 -1.66667 -2.31062
H -1.34298 1.08926 1.05544
H -0.29907 0.60953 2.36955
H 0.43000 2.84588 -0.81656
H 0.11988 2.66738 0.86196
H 1.64355 2.93152 0.53475
*
```

---

Which structure is the most stable? The one labeled b.

---

## a
Formula: C4H13N3
Source: the OMol25 dataset
Level of theory: wB97M-V/def2-TZVPD

Calculated values
HOMO level, hartree: -0.288

Geometry as ORCA input:
```
! wB97M-V def2-TZVPD RIJCOSX def2/J DEFGRID3
* xyz 0 1
C -0.95063 -1.49933 -1.65378
C 0.76256 -0.52361 0.46601
C 0.05302 -1.05295 1.70090
N -1.61692 -0.45590 -1.95847
H -2.51468 -0.38384 -1.48342
H -0.46344 1.04646 -1.80899
H -1.25159 -2.26302 -0.93360
H -0.00824 -1.65886 -2.16716
H 1.79015 -0.23265 0.70323
H 0.94470 -1.31966 -0.25936
H -0.06350 -0.27570 2.46336
H 0.59620 -1.87179 2.18138
H -0.95604 -1.39130 1.45959
N 0.73626 2.12241 0.98435
C 0.12932 1.21701 0.09640
N 0.18648 1.61904 -1.23197
H 1.67181 2.39344 0.71196
H 0.73278 1.79630 1.94259
H 1.12519 1.70405 -1.60143
H -0.90343 1.02990 0.38843
*
```

---

## b
Formula: C4H13N3
Source: the OMol25 dataset
Level of theory: wB97M-V/def2-TZVPD

Calculated values
HOMO level, hartree: -0.331

Geometry as ORCA input:
```
! wB97M-V def2-TZVPD RIJCOSX def2/J DEFGRID3
* xyz 0 1
N 1.00309 -0.24498 1.36015
C 0.34673 -0.30447 0.00162
C -0.52505 0.95362 -0.22970
C -1.75958 1.02399 0.60677
N -2.85892 0.19964 0.15847
C 1.40518 -0.36947 -1.12081
N 2.45537 -1.36945 -0.87272
H 0.57079 0.45754 1.94165
H 0.70686 -1.13036 1.74702
H -0.30023 -1.19501 0.03942
H -0.85345 0.78342 -1.26971
H 0.22456 1.74313 -0.21517
H -1.39774 0.82003 1.62549
H -2.01760 2.08705 0.74268
H -2.87102 0.30232 -0.84880
H -3.72582 0.39360 0.62117
H 0.83561 -0.48448 -2.04547
H 1.79753 0.66062 -1.16349
H 2.55088 -1.47685 0.12431
H 3.25791 -0.93411 -1.31074
*
```

---

## c
Formula: C4H13N3
Source: the OMol25 dataset
Level of theory: wB97M-V/def2-TZVPD

Calculated values
HOMO level, hartree: -0.294

Geometry as ORCA input:
```
! wB97M-V def2-TZVPD RIJCOSX def2/J DEFGRID3
* xyz 0 1
C -0.07701 1.17041 -0.14649
C 0.00125 -1.23075 0.05852
C -1.25627 -1.70015 -0.66740
C 0.00834 2.50827 0.55293
N -0.25954 0.08020 0.69931
N 1.30413 0.79513 -1.06769
N 0.44366 -2.12723 1.10509
H 0.33595 0.13764 1.52191
H -0.82065 1.15755 -0.94400
H 0.92067 -0.80069 -0.71654
H -0.33609 -2.45016 1.67364
H 1.35116 1.35508 -1.90937
H 2.13765 0.98690 -0.52201
H 0.90989 -2.94004 0.72130
H -0.94445 2.74301 1.02555
H -1.53030 -1.01767 -1.46922
H -1.09558 -2.69115 -1.09483
H -2.10760 -1.75396 0.02268
H 0.77444 2.48757 1.32758
H 0.24035 3.29004 -0.17096
*
```

---

## d
Formula: C4H13N3
Source: the OMol25 dataset
Level of theory: wB97M-V/def2-TZVPD

Calculated values
HOMO level, hartree: -0.337

Geometry as ORCA input:
```
! wB97M-V def2-TZVPD RIJCOSX def2/J DEFGRID3
* xyz 0 1
C -0.61902 1.92087 -1.29435
N -1.93053 0.46322 0.67988
C -2.01877 0.18260 -0.65757
N -1.43630 0.77525 -1.61111
H -0.10166 2.22944 -2.20152
H 0.16356 1.73775 -0.55037
H -1.22390 2.76920 -0.96190
H -1.48075 1.30800 0.98409
H -2.57439 0.02085 1.30816
H -2.65948 -0.67436 -0.85129
C 1.71427 -0.30507 1.76200
C 1.47216 -0.90379 0.38506
N 2.26111 -2.13414 0.23407
H 2.76922 -0.08426 1.90124
H 1.16920 0.63352 1.88081
H 1.41089 -1.00586 2.53863
H 0.41492 -1.13424 0.25991
H 1.70698 -0.16666 -0.39179
H 2.02879 -2.57321 -0.64966
H 3.23986 -1.86850 0.14383
*
```

---

Which structure is the most stable? The one labeled d.

---

## a
Formula: C23H28ClIrN4O2Si
Source: the OMol25 dataset
Level of theory: wB97M-V/def2-TZVPD

Calculated values
HOMO level, hartree: -0.288

Geometry as ORCA input:
```
! wB97M-V def2-TZVPD RIJCOSX def2/J DEFGRID3
* xyz 0 1
Ir -0.10941 -0.89001 -0.51773
O -0.47906 -1.09416 4.03537
C 0.83992 -1.00458 4.27568
C 1.23412 -1.02842 5.61634
C 2.56694 -0.95441 5.95369
C 3.54762 -0.85319 4.96615
C 3.16564 -0.82265 3.64406
C 1.81688 -0.89494 3.26958
C 1.45881 -0.84778 1.83826
O 0.19708 -0.95287 1.54776
N 2.44571 -0.66361 0.96286
N 1.93720 -0.65343 -0.30014
C 2.61188 -0.46392 -1.36948
C 1.81273 -0.52100 -2.60948
C 2.39087 -0.36017 -3.85772
C 1.60070 -0.43316 -4.99316
C 0.24894 -0.68630 -4.85206
C -0.27392 -0.84951 -3.57952
N 0.47469 -0.75007 -2.47881
H -0.59890 -1.08984 3.06348
H 0.46200 -1.11173 6.36925
H 2.85257 -0.97911 6.99793
H 4.59389 -0.80112 5.23391
H 3.90243 -0.74258 2.85748
H 3.68340 -0.29353 -1.37986
H 3.45580 -0.18526 -3.92515
H 2.04042 -0.30328 -5.97300
H -0.40359 -0.77215 -5.70891
H -1.31269 -1.08323 -3.41223
C -0.22160 5.60841 -0.63998
C -0.23233 4.10945 -0.58379
C 0.33842 3.41832 0.47772
C 0.29441 2.03815 0.50504
N -0.28183 1.31081 -0.45807
C -0.85002 1.97054 -1.47208
C -0.84193 3.34766 -1.57336
H 0.68982 6.01112 -0.19994
H -1.06616 6.01059 -0.07681
H -0.30468 5.96766 -1.66454
H 0.82411 3.94634 1.28809
H 0.72361 1.49071 1.33207
H -1.34091 1.35884 -2.21755
H -1.31736 3.81892 -2.42378
Cl -0.59554 -3.74424 -2.07433
C 0.07437 -2.92695 -0.57239
H 1.11963 -3.24290 -0.57679
H -0.42660 -3.42451 0.25594
C -3.42278 -0.97800 -2.11410
Si -2.46942 -1.11768 -0.47243
C -3.09108 -2.71806 0.30673
C -3.18429 0.25107 0.63141
H -4.50058 -0.90428 -1.94311
H -3.24949 -1.87459 -2.71755
H -3.13919 -0.10402 -2.70867
H -4.18195 -2.68714 0.38759
H -2.69116 -2.86418 1.31387
H -2.81962 -3.58774 -0.29415
H -4.26408 0.13267 0.76212
H -3.00665 1.24935 0.22281
H -2.72778 0.21976 1.62547
*
```

---

## b
Formula: C23H28ClIrN4O2Si
Source: the OMol25 dataset
Level of theory: wB97M-V/def2-TZVPD

Calculated values
HOMO level, hartree: -0.299

Geometry as ORCA input:
```
! wB97M-V def2-TZVPD RIJCOSX def2/J DEFGRID3
* xyz 0 1
Ir -0.72828 -0.57884 -0.45355
O -1.06323 -0.58302 4.10846
C 0.25836 -0.50589 4.34237
C 0.66398 -0.46070 5.67804
C 2.00258 -0.40544 5.99874
C 2.97514 -0.39261 4.99902
C 2.58241 -0.41988 3.67937
C 1.22846 -0.47010 3.32488
C 0.84577 -0.45403 1.90024
O -0.40976 -0.62248 1.61618
N 1.80761 -0.25000 1.00729
N 1.28534 -0.25716 -0.24622
C 1.97082 0.04834 -1.28541
C 1.20651 0.06500 -2.53007
C 1.76221 0.43021 -3.74698
C 0.96827 0.45155 -4.88054
C -0.36650 0.09613 -4.77381
C -0.86347 -0.26287 -3.53191
N -0.10532 -0.27004 -2.43332
H -1.18654 -0.63573 3.13858
H -0.10127 -0.47940 6.44228
H 2.29797 -0.37332 7.03996
H 4.02522 -0.36305 5.25523
H 3.31139 -0.40319 2.88161
H 3.02375 0.30130 -1.23267
H 2.80965 0.69628 -3.78548
H 1.38603 0.74176 -5.83540
H -1.01740 0.08349 -5.63592
H -1.89357 -0.56213 -3.38681
C -0.61561 6.04018 -1.00099
C -0.73260 4.55630 -0.80814
C -0.03651 3.89782 0.19905
C -0.18702 2.53159 0.35560
N -0.97883 1.79625 -0.42588
C -1.66196 2.42407 -1.38428
C -1.56680 3.78402 -1.60992
H 0.33437 6.41264 -0.62093
H -1.41432 6.55125 -0.45983
H -0.70381 6.30896 -2.05286
H 0.62550 4.44083 0.86121
H 0.35140 2.00830 1.13600
H -2.31667 1.80135 -1.98483
H -2.14239 4.23814 -2.40639
Cl -3.70522 -1.08507 -1.86536
C -2.78229 -0.76288 -0.28941
H -3.12661 -1.55394 0.37047
H -3.19893 0.18743 0.04919
C 1.18046 -3.46445 0.30411
Si -0.46095 -2.90326 -0.43609
C -0.52689 -3.59575 -2.18830
C -1.78133 -3.79520 0.56260
H 1.25332 -4.55289 0.23159
H 1.25866 -3.19992 1.36145
H 2.04419 -3.03273 -0.20655
H -0.39233 -4.68158 -2.17946
H 0.25405 -3.16865 -2.82361
H -1.49404 -3.38021 -2.64936
H -1.52978 -4.85624 0.64357
H -2.76222 -3.72002 0.08851
H -1.86099 -3.39049 1.57469
*
```

---

Which structure is the most stable? The one labeled b.

---

## a
Formula: C2H6BBrO2
Source: the OMol25 dataset
Level of theory: wB97M-V/def2-TZVPD

Calculated values
HOMO level (spin up / spin down), hartree: -0.305 / -0.319

Geometry as ORCA input:
```
! wB97M-V def2-TZVPD RIJCOSX def2/J DEFGRID3
* xyz 0 1
B 0.68236 0.82590 -0.15604
C 0.74694 -0.51696 -0.98078
C -1.53131 -0.81110 0.26343
O 1.21391 0.77545 1.12017
O 0.10400 2.02399 -0.54330
Br -2.64082 0.61211 0.12005
H 1.18931 -1.29287 -0.53946
H 0.30879 -0.78623 -1.86315
H -1.77455 -1.71204 -0.07577
H -0.81040 -0.85242 1.06943
H 1.04121 1.46013 1.67668
H 0.74294 2.72824 -0.45147
*
```

---

## b
Formula: C2H6BBrO2
Source: the OMol25 dataset
Level of theory: wB97M-V/def2-TZVPD

Calculated values
HOMO level, hartree: -0.353

Geometry as ORCA input:
```
! wB97M-V def2-TZVPD RIJCOSX def2/J DEFGRID3
* xyz 0 1
B 0.44171 -0.76239 0.01558
C 0.61786 0.78631 -0.23134
C -1.11109 1.49580 -0.02379
O 0.20061 -1.48564 -1.16993
O 0.51671 -1.35802 1.21651
Br -0.83766 3.35332 0.56118
H 0.89704 0.92149 -1.30494
H 1.37175 1.26628 0.52728
H -1.51080 1.65772 -0.96270
H -1.57646 0.80660 0.69068
H 0.05954 -2.43659 -1.23037
H 0.04538 -2.00736 1.63066
*
```

---

Which structure is the most stable? The one labeled b.